A molecular structure, C6H14HgN3 in a non-equilibrium geometry. Source: OMol25; level of theory: ωB97M-V/def2-TZVPD.

XYZ file:
```
24
C6H14HgN3 (ωB97M-V/def2-TZVPD)
C -1.55 2.18 -2.07
Hg -0.23 0.50 -1.93
N 1.22 -1.40 -2.51
H -2.83 2.60 -4.73
H 2.22 -1.17 -2.50
H -3.42 3.04 -4.88
H -1.67 2.39 -3.15
H -1.08 3.04 -1.58
H -2.51 1.88 -1.61
H 1.04 -1.98 -1.68
H 1.06 -1.98 -3.32
N 0.84 -0.97 4.32
C 0.72 -0.82 2.98
C -0.10 -1.71 2.23
C -0.25 -1.46 0.88
N 0.32 -0.40 0.28
C 1.10 0.45 0.98
C 1.30 0.30 2.34
H 0.46 -1.78 4.79
H 1.44 -0.36 4.86
H -0.63 -2.54 2.71
H -0.86 -2.13 0.26
H 1.55 1.28 0.43
H 1.86 1.05 2.89
```

Calculated values
Total charge: -1
E_LUMO (alpha / beta), eV: 2.8 / 2.8
Energy relative to the best compared isomer or geometry (same formula, charge and spin), kcal per mole: 0.0


4 unconnected molecules or ions with the total composition C13H33NO8. Source: OMol25; level of theory: ωB97M-V/def2-TZVPD.

XYZ file:
```
55
C13H33NO8 (ωB97M-V/def2-TZVPD)
C -1.55 2.52 -4.95
N -2.15 1.38 -5.70
O -1.57 1.01 -6.69
O -3.21 0.94 -5.30
H -2.01 3.40 -5.40
H -0.48 2.49 -5.02
H -1.90 2.49 -3.92
C -0.13 -0.74 -0.58
O 0.57 0.26 -1.30
C 0.49 0.05 -2.69
C 1.51 0.90 -3.40
O 1.25 2.28 -3.27
C 1.91 2.91 -2.18
H -0.18 -0.47 0.47
H 0.41 -1.68 -0.68
H -1.14 -0.84 -0.98
H -0.52 0.30 -3.06
H 0.66 -1.02 -2.91
H 1.46 0.68 -4.46
H 2.51 0.64 -3.03
H 2.99 2.91 -2.32
H 1.63 2.45 -1.23
H 1.52 3.93 -2.11
C 1.54 -4.44 3.74
O 2.55 -3.95 4.60
C 3.81 -3.76 4.02
C 3.91 -2.57 3.09
O 3.29 -2.87 1.86
C 2.86 -1.71 1.18
H 1.93 -4.83 2.80
H 0.81 -3.67 3.48
H 1.02 -5.27 4.23
H 4.13 -4.66 3.47
H 4.49 -3.60 4.85
H 4.96 -2.30 2.96
H 3.38 -1.73 3.55
H 2.53 -1.97 0.18
H 3.70 -1.03 0.98
H 2.09 -1.22 1.78
C -3.53 0.30 4.00
O -3.30 0.51 2.64
C -3.06 1.86 2.34
C -2.58 1.98 0.92
O -3.52 1.44 0.04
C -3.10 1.64 -1.29
H -4.45 0.78 4.36
H -2.70 0.68 4.63
H -3.58 -0.77 4.19
H -2.31 2.30 3.01
H -3.96 2.48 2.48
H -1.61 1.47 0.84
H -2.42 3.05 0.70
H -3.78 1.13 -1.98
H -2.09 1.23 -1.42
H -3.07 2.71 -1.54
```

Calculated values
Total charge: 0
SMILES: C[N+](=O)[O-].COCCOC.COCCOC.COCCOC
E_LUMO, eV: 0.4
Energy relative to the best compared isomer or geometry (same formula, charge and spin), kcal per mole: 0.0